a | {"formula": "C2H2FLiO", "method": "wB97M-V/def2-TZVPD", "charge": 0, "orbital_gap_ha": 0.3225, "homo_energy_ev": -9.103, "elements": ["C", "C", "O", "H", "H", "F", "Li"], "xyz": [[0.39, -1.69, 0.29], [-0.29, -0.75, -0.32], [-0.73, 0.00, -1.11], [0.34, -2.71, -0.08], [1.06, -1.40, 1.10], [-0.28, 0.93, 1.24], [-0.44, 1.74, -0.32]]}

b | {"formula": "C2H2FLiO", "method": "wB97M-V/def2-TZVPD", "charge": 0, "orbital_gap_ha": 0.2495, "homo_energy_ev": -7.507, "elements": ["C", "C", "F", "O", "H", "H", "Li"], "xyz": [[-0.33, 0.38, -0.05], [1.07, 0.54, -0.37], [-0.51, 0.29, 1.34], [0.34, -0.81, -0.52], [1.81, 0.56, 0.44], [1.38, 0.97, -1.32], [-1.21, -0.77, -1.64]]}

Which structure wins on stability? a wins.

a | {"formula": "C5H15N2", "method": "wB97M-V/def2-TZVPD", "charge": 2, "orbital_gap_ha": [0.4627, 0.2710], "homo_energy_ev": [-19.806, -19.831], "spin_multiplicity": 2, "elements": ["C", "N", "C", "C", "N", "C", "C", "H", "H", "H", "H", "H", "H", "H", "H", "H", "H", "H", "H", "H", "H", "H"], "xyz": [[-1.21, -0.36, 0.25], [-1.43, 0.40, -1.01], [-1.20, -0.37, -2.20], [0.40, -0.52, 0.42], [0.53, -1.72, 1.32], [1.26, 1.95, 0.13], [1.07, 0.73, 1.11], [-1.75, -1.22, 0.24], [-1.33, 0.14, 1.20], [-2.43, 0.74, -1.11], [-1.86, -1.26, -2.29], [-1.33, 0.33, -3.06], [-0.18, -0.86, -2.15], [0.71, -0.41, -0.54], [0.60, -2.63, 0.92], [1.41, -1.36, 1.82], [-0.20, -1.71, 2.05], [1.76, 1.82, -0.84], [0.29, 2.32, -0.02], [1.92, 2.71, 0.45], [0.84, 0.99, 2.15], [2.12, 0.30, 1.16]]}

b | {"formula": "C5H15N2", "method": "wB97M-V/def2-TZVPD", "charge": 2, "orbital_gap_ha": [0.3199, 0.1658], "homo_energy_ev": [-19.812, -18.472], "spin_multiplicity": 2, "elements": ["C", "C", "C", "C", "C", "N", "N", "H", "H", "H", "H", "H", "H", "H", "H", "H", "H", "H", "H", "H", "H", "H"], "xyz": [[1.77, 0.69, -0.45], [0.86, 0.68, 0.74], [-0.21, -0.25, 0.97], [-0.34, -1.47, 0.02], [-1.74, -1.62, -0.58], [-1.76, 2.02, -0.20], [2.79, -0.36, -0.27], [2.27, 1.65, -0.57], [1.25, 0.50, -1.39], [-0.80, 1.72, -0.19], [1.03, 1.43, 1.50], [-0.22, -0.51, 2.04], [-1.20, 0.29, 0.79], [-0.11, -2.42, 0.51], [0.41, -1.36, -0.76], [-2.47, -1.54, 0.22], [-1.80, -2.64, -0.96], [-1.93, 2.70, 0.55], [-1.96, -0.91, -1.38], [-2.06, 2.43, -1.09], [3.71, -0.01, 0.06], [2.50, -1.04, 0.44]]}

Which structure wins on stability? a wins.

a | {"formula": "C6H14N2OS", "method": "wB97M-V/def2-TZVPD", "charge": 0, "orbital_gap_ha": 0.3174, "homo_energy_ev": -8.024, "smiles": "CC[C@@H](CO)NC(=S)NC", "elements": ["C", "C", "C", "C", "C", "C", "H", "H", "H", "H", "H", "H", "H", "H", "H", "H", "H", "H", "H", "H", "N", "N", "O", "S"], "xyz": [[-2.95, -1.79, 0.18], [-1.70, -1.11, 0.74], [-1.23, 0.09, -0.10], [-2.23, 1.21, -0.04], [1.26, 0.05, 0.07], [3.69, 0.39, 0.30], [-2.80, -2.11, -0.83], [-3.17, -2.71, 0.77], [-3.84, -1.17, 0.20], [-1.88, -0.76, 1.78], [-0.87, -1.84, 0.79], [-1.10, -0.20, -1.14], [-2.52, 1.42, 1.02], [-3.15, 0.89, -0.54], [-2.34, 3.06, -0.60], [0.06, 1.62, 0.42], [2.11, 1.59, 1.11], [3.92, 0.22, -0.76], [4.32, 1.19, 0.68], [3.93, -0.53, 0.87], [0.04, 0.61, 0.39], [2.30, 0.80, 0.46], [-1.66, 2.38, -0.65], [1.45, -1.42, -0.71]]}

b | {"formula": "C6H14N2OS", "method": "wB97M-V/def2-TZVPD", "charge": 0, "orbital_gap_ha": 0.3213, "homo_energy_ev": -8.047, "smiles": "SCCNN1CCOCC1", "elements": ["O", "S", "N", "N", "C", "C", "C", "C", "C", "C", "H", "H", "H", "H", "H", "H", "H", "H", "H", "H", "H", "H", "H", "H"], "xyz": [[-0.27, -2.30, -1.63], [1.19, 2.26, 1.85], [-1.88, -0.35, 0.07], [-1.36, 0.42, 1.22], [-0.06, -0.91, -1.69], [-0.62, -2.62, -0.31], [-0.60, 2.57, 2.11], [-1.36, -0.03, -1.28], [-1.84, -1.71, 0.25], [-1.72, 1.78, 1.30], [1.73, 3.49, 1.79], [-0.40, 0.39, 1.37], [0.82, -0.69, -1.14], [0.15, -0.60, -2.68], [-0.81, -3.67, -0.29], [0.29, -2.53, 0.39], [-0.81, 2.24, 3.15], [-0.82, 3.62, 2.21], [-2.12, -0.33, -2.07], [-1.12, 1.00, -1.28], [-1.97, -1.95, 1.28], [-2.79, -1.96, -0.25], [-2.69, 1.79, 1.83], [-1.86, 2.15, 0.30]]}

Which structure wins on stability? a wins.

a | {"formula": "C14H21NO4S", "method": "wB97M-V/def2-TZVPD", "charge": 0, "orbital_gap_ha": 0.3417, "homo_energy_ev": -8.620, "smiles": "Cc1ccc(SCCNC(=O)C(CO)(CO)CO)cc1", "elements": ["C", "C", "C", "C", "C", "C", "C", "H", "H", "S", "C", "C", "N", "C", "O", "C", "C", "O", "H", "H", "H", "C", "H", "O", "H", "H", "C", "O", "H", "H", "H", "H", "H", "H", "H", "H", "H", "H", "H", "H", "H"], "xyz": [[3.03, -1.96, 1.82], [1.78, -2.22, 1.04], [1.85, -2.40, -0.34], [0.70, -2.62, -1.08], [-0.53, -2.66, -0.45], [-0.61, -2.51, 0.93], [0.54, -2.29, 1.66], [0.47, -2.16, 2.73], [-1.57, -2.56, 1.42], [-2.01, -2.94, -1.42], [-2.84, -1.32, -1.22], [-2.15, -0.22, -2.03], [-1.05, 0.37, -1.31], [-1.07, 1.65, -0.91], [-1.93, 2.44, -1.28], [0.08, 2.09, 0.01], [-0.22, 3.53, 0.48], [-1.46, 3.62, 1.13], [-2.13, 3.48, 0.45], [-0.18, 4.21, -0.38], [0.54, 3.84, 1.21], [0.14, 1.15, 1.23], [0.59, 0.19, 0.96], [-1.13, 0.88, 1.76], [-1.54, 1.74, 1.97], [0.79, 1.62, 1.99], [1.42, 2.07, -0.74], [1.80, 0.81, -1.23], [1.26, 0.60, -2.01], [2.21, 2.36, -0.04], [1.39, 2.82, -1.55], [-0.39, -0.27, -0.88], [-2.86, 0.59, -2.23], [-1.80, -0.63, -2.98], [-2.87, -1.06, -0.16], [-3.85, -1.49, -1.58], [0.75, -2.75, -2.15], [2.80, -2.35, -0.84], [2.81, -1.78, 2.87], [3.55, -1.09, 1.41], [3.71, -2.81, 1.75]]}

b | {"formula": "C14H21NO4S", "method": "wB97M-V/def2-TZVPD", "charge": 0, "orbital_gap_ha": 0.3564, "homo_energy_ev": -9.144, "elements": ["O", "S", "O", "C", "C", "C", "C", "C", "C", "C", "N", "C", "C", "C", "C", "C", "C", "C", "O", "O", "H", "H", "H", "H", "H", "H", "H", "H", "H", "H", "H", "H", "H", "H", "H", "H", "H", "H", "H", "H", "H"], "xyz": [[-4.73, 1.75, -0.18], [-3.79, 1.27, 0.79], [-4.55, 1.45, 2.24], [-3.50, 1.55, 3.22], [-2.71, 0.25, 3.37], [-1.80, -0.14, 2.18], [-2.53, -0.96, 1.11], [-1.55, -1.50, 0.03], [-1.70, -0.72, -1.29], [-0.46, -0.77, -2.22], [0.77, -1.26, -1.57], [1.41, -0.22, -0.72], [2.86, -0.02, -1.03], [3.79, -1.01, -0.85], [5.11, -0.81, -1.11], [5.54, 0.41, -1.56], [4.63, 1.40, -1.77], [3.31, 1.20, -1.51], [2.40, 2.23, -1.72], [-3.70, -0.34, 0.53], [-4.01, 1.72, 4.17], [-2.88, 2.43, 3.06], [-2.11, 0.36, 4.28], [-3.38, -0.60, 3.55], [-1.23, 0.71, 1.79], [-1.04, -0.80, 2.60], [-2.90, -1.85, 1.64], [-0.55, -1.43, 0.46], [-1.80, -2.54, -0.16], [-2.00, 0.32, -1.16], [-2.51, -1.20, -1.84], [-0.67, -1.36, -3.10], [-0.27, 0.26, -2.59], [1.43, -1.41, -2.33], [1.36, -0.59, 0.31], [0.85, 0.71, -0.75], [3.48, -1.98, -0.48], [5.83, -1.60, -0.93], [6.59, 0.59, -1.74], [4.94, 2.38, -2.12], [2.04, 2.12, -2.61]]}

Which structure wins on stability? a wins.

a | {"formula": "C2H3O2S2", "method": "wB97M-V/def2-TZVPD", "charge": -1, "orbital_gap_ha": 0.2375, "homo_energy_ev": -3.016, "elements": ["C", "C", "O", "O", "S", "S", "H", "H", "H"], "xyz": [[-0.13, -0.99, 0.05], [-1.15, 0.01, -0.16], [1.92, 1.19, -1.09], [1.82, 1.09, 1.34], [-0.14, -2.65, 0.25], [1.87, 0.26, 0.12], [-2.15, -0.32, -0.52], [-1.38, 0.69, 0.81], [-0.67, 0.71, -0.80]]}

b | {"formula": "C2H3O2S2", "method": "wB97M-V/def2-TZVPD", "charge": -1, "orbital_gap_ha": [0.2827, 0.2827], "homo_energy_ev": [-4.173, -4.172], "elements": ["C", "C", "O", "O", "S", "S", "H", "H", "H"], "xyz": [[1.79, 0.01, 0.24], [0.74, 0.45, -0.38], [-1.98, -1.07, -1.17], [-1.55, -1.14, 1.29], [-2.64, 1.43, 0.08], [-1.66, -0.34, 0.05], [2.80, 0.16, 0.03], [1.72, -0.64, 1.21], [0.79, 1.15, -1.35]]}

Which structure wins on stability? a wins.

a | {"formula": "C3H5N5", "method": "wB97M-V/def2-TZVPD", "charge": 0, "orbital_gap_ha": 0.3748, "homo_energy_ev": -10.003, "elements": ["C", "C", "C", "H", "H", "H", "H", "H", "N", "N", "N", "N", "N"], "xyz": [[1.40, -0.26, 0.47], [1.06, 1.34, 0.25], [-0.09, -0.51, 0.06], [1.72, -1.07, -1.29], [3.23, 0.12, -0.69], [1.46, -0.52, 1.49], [0.87, 2.12, 1.19], [1.64, 1.90, -0.58], [2.34, -0.79, -0.38], [-0.47, 0.82, -0.28], [-1.87, 0.77, -0.23], [-2.17, -0.43, -0.08], [-1.14, -1.22, 0.29]]}

b | {"formula": "C3H5N5", "method": "wB97M-V/def2-TZVPD", "charge": 0, "orbital_gap_ha": 0.3783, "homo_energy_ev": -10.050, "smiles": "[H]/N=C\\n1cnnc1N", "elements": ["C", "C", "C", "H", "H", "H", "H", "H", "N", "N", "N", "N", "N"], "xyz": [[-0.05, -0.60, -0.56], [-0.40, 1.35, -1.11], [-0.17, 0.95, 1.26], [-0.40, -2.58, 0.13], [1.62, -1.98, -0.30], [-1.05, 2.28, -0.93], [-0.29, 2.03, 1.38], [0.33, -0.72, 1.70], [0.57, -1.80, 0.25], [0.24, -0.49, -1.83], [0.00, 0.89, -2.17], [-0.52, 0.39, -0.01], [0.14, 0.29, 2.20]]}

c | {"formula": "C3H5N5", "method": "wB97M-V/def2-TZVPD", "charge": 0, "orbital_gap_ha": 0.3325, "homo_energy_ev": -8.875, "smiles": "c1nc[nH]nc[nH]n1", "elements": ["C", "C", "C", "H", "H", "H", "H", "H", "N", "N", "N", "N", "N"], "xyz": [[1.65, -0.48, -0.21], [-1.37, -0.99, -0.35], [-1.13, 1.26, 0.16], [2.04, 1.51, -0.56], [2.63, -0.64, -0.60], [-0.53, -0.24, 1.14], [-1.79, -1.88, -0.87], [-1.49, 1.85, 1.02], [1.37, 0.89, -0.25], [0.83, -1.56, 0.12], [-0.48, -1.33, 0.66], [-1.88, 0.16, -0.55], [0.15, 1.46, 0.29]]}

d | {"formula": "C3H5N5", "method": "wB97M-V/def2-TZVPD", "charge": 0, "orbital_gap_ha": 0.3151, "homo_energy_ev": -9.676, "elements": ["C", "C", "C", "H", "H", "H", "H", "H", "N", "N", "N", "N", "N"], "xyz": [[-0.60, -0.91, 0.71], [0.11, -0.31, 1.83], [0.81, 0.79, 0.21], [0.32, -0.43, -2.13], [-0.36, 1.21, -1.98], [-1.92, -1.71, -0.03], [-0.15, -0.23, 2.91], [1.75, 1.09, -1.65], [-0.66, -0.01, -1.64], [-0.05, -0.13, -0.31], [-1.60, -1.71, 0.91], [0.94, 0.75, 1.58], [1.42, 1.61, -0.42]]}

Which structure wins on stability? b wins.